Formula: C36H38N8O6
Source: OMol25
Level of theory: ωB97M-V/def2-TZVPD

The geometry in XYZ format:
```
88
C36H38N8O6 (ωB97M-V/def2-TZVPD)
O 2.0497 5.8492 -0.2660
C 2.6564 4.9816 -0.8428
C 3.9074 4.2882 -0.4489
C 4.6807 4.3992 0.6865
C 5.7970 3.5753 0.7919
C 6.1222 2.6782 -0.2131
C 5.3420 2.5695 -1.3600
C 4.2328 3.3818 -1.4598
C 3.1827 3.4693 -2.5062
O 3.0874 2.8501 -3.5377
N 2.3047 4.4446 -2.0717
C 1.0878 4.7986 -2.7720
C 0.0217 3.7117 -2.6344
C -0.3769 3.4969 -1.1768
C -1.2966 2.3382 -1.0076
C -1.5422 1.6009 0.1341
N -2.4244 0.6554 -0.2510
C -2.9627 -0.4111 0.5359
C -4.4565 -0.2505 0.8694
C -5.3340 -0.4037 -0.3721
C -5.4829 -1.9213 -0.4635
C -5.3805 -2.3776 1.0026
C -4.5551 -3.6644 1.1641
C -4.3128 -4.0700 2.6168
C -3.1052 -4.9927 2.4779
C -2.3420 -4.3718 1.2942
C -1.1296 -3.5572 1.7808
N -0.5972 -2.7038 0.7575
C -0.4596 -2.9222 -0.5673
C 0.0203 -1.7286 -1.0725
C 0.2974 -1.3661 -2.4907
C 1.1197 -0.0897 -2.6505
C 2.5874 -0.2453 -2.2530
N 2.7540 -0.3396 -0.8187
C 2.9468 -1.5363 -0.1506
O 3.1058 -2.6114 -0.6763
C 2.9175 -1.1965 1.2934
C 3.0640 -1.9896 2.4108
C 2.9507 -1.3784 3.6558
C 2.6999 -0.0201 3.7670
C 2.5503 0.7788 2.6375
C 2.6603 0.1713 1.4058
C 2.5267 0.7219 0.0382
O 2.3030 1.8585 -0.3035
N 0.1486 -0.8803 -0.0324
N -0.2188 -1.4664 1.0490
O -3.2557 -3.5365 0.6009
O -4.8471 -1.2935 1.7469
N -2.6995 0.7999 -1.5428
N -2.0386 1.8011 -1.9985
H 4.4201 5.0978 1.4665
H 6.4193 3.6329 1.6729
H 6.9938 2.0498 -0.1025
H 5.5908 1.8694 -2.1431
H 0.7403 5.7401 -2.3389
H 1.3338 4.9452 -3.8274
H -0.8552 3.9923 -3.2178
H 0.4124 2.7816 -3.0465
H 0.5120 3.3017 -0.5723
H -0.8512 4.4033 -0.7869
H -1.1500 1.6590 1.1260
H -2.8425 -1.3508 -0.0083
H -2.3968 -0.4648 1.4686
H -4.6195 0.6940 1.3993
H -6.3022 0.0688 -0.2049
H -4.8604 0.0306 -1.2503
H -4.6643 -2.3533 -1.0372
H -6.4252 -2.2243 -0.9134
H -6.3740 -2.5927 1.4232
H -5.0920 -4.4674 0.6300
H -5.1761 -4.5580 3.0607
H -4.0668 -3.1765 3.1906
H -2.4942 -5.0344 3.3767
H -3.4292 -6.0030 2.2274
H -1.9895 -5.1469 0.5985
H -0.3556 -4.2482 2.1339
H -1.4211 -2.8977 2.6023
H -0.6992 -3.8493 -1.0396
H -0.6663 -1.2184 -2.9893
H 0.8004 -2.2062 -2.9772
H 0.6735 0.6983 -2.0443
H 1.0894 0.2210 -3.6955
H 3.1439 0.6259 -2.6058
H 3.0140 -1.1549 -2.6834
H 3.2582 -3.0473 2.3175
H 3.0576 -1.9735 4.5509
H 2.6149 0.4246 4.7475
H 2.3501 1.8361 2.7152
```

2S+1: 1
Net charge: 0
Structure (SMILES): O=C1c2ccccc2C(=O)N1CCCc1cn(C[C@H]2CC[C@@H]([C@@H]3CC[C@H](Cn4cc(CCCN5C(=O)c6ccccc6C5=O)nn4)O3)O2)nn1

=====

Formula: C4H3NO3
Source: OMol25
Level of theory: ωB97M-V/def2-TZVPD

The geometry in XYZ format:
```
11
C4H3NO3 (ωB97M-V/def2-TZVPD)
N 2.3125 -0.6993 -1.2895
C 1.8875 -0.2150 -0.3218
C 1.0228 0.2158 0.7451
C -0.3308 0.6200 0.0926
O -0.7405 1.6579 -0.2342
C -1.2704 -0.7041 -0.1316
O -1.0660 -1.7967 0.3746
O -2.2300 -0.2304 -0.9671
H 0.7283 -0.7115 1.4067
H 1.8339 1.0491 1.2359
H -2.1473 0.8142 -0.9107
```

2S+1: 1
Net charge: 0
Structure (SMILES): N#CCC(=O)C(=O)O

=====

The records above give, respectively, E values of -2284.2053, -434.6429 hartree.
The records above give, respectively, F_max values of 0.0239, 0.0927 hartree/bohr.